Version a
DFT (ωB97M-V/def2-TZVPD) results for a 2-piece molecular cluster, C6H14N2O2 overall.

Positions of all 24 atoms, in Å:
C1 -0.14 2.56 0.49
N1 0.84 1.47 0.57
C2 0.91 0.82 1.87
C3 2.00 -0.17 2.01
O1 0.33 1.29 2.82
H1 -0.78 2.48 1.41
H2 0.17 3.54 0.97
H3 -0.58 2.67 -0.56
H4 1.50 1.60 -0.15
H5 2.25 -0.27 3.18
H6 1.93 -0.92 1.25
H7 2.87 0.48 1.95
C4 -2.59 -0.43 -1.89
N2 -1.13 -0.67 -1.30
C5 -0.57 -1.85 -1.52
C6 0.72 -2.06 -0.77
O2 -1.14 -2.65 -2.25
H8 -3.00 -1.39 -2.33
H9 -3.26 -0.30 -0.98
H10 -2.54 0.17 -2.74
H11 -0.87 -0.06 -0.61
H12 0.72 -2.85 0.06
H13 1.56 -2.23 -1.44
H14 0.79 -1.23 -0.04

Computed properties:
Spin multiplicity   1
E_HOMO   -9.53 eV
SMILES   CNC(C)=O.CNC(C)=O
E_LUMO   0.6 eV
Gap between HOMO and LUMO   10.10 eV

natural (NBO) population analysis, charges in e, atoms 1 to 2: C -0.490; N -0.692

Version b
DFT (ωB97M-V/def2-TZVPD) results for a 3-piece molecular cluster, C6H14N2O2 overall.

Positions of all 24 atoms, in Å:
N1 -1.50 -0.63 -2.55
C1 -0.63 0.52 -2.19
C2 -0.82 1.27 -0.88
C3 -0.90 0.28 0.29
C4 -1.35 0.66 1.59
C5 -1.06 -0.35 2.46
N2 -0.54 -1.39 1.77
C6 -0.33 -0.97 0.46
H1 -1.51 -1.25 -1.74
H2 -2.45 -0.26 -2.63
H3 -0.79 1.25 -3.00
H4 0.37 0.09 -2.35
H5 -1.84 1.66 -0.90
H6 -0.01 1.98 -0.72
H7 -1.86 1.59 1.82
H8 -1.28 -0.44 3.51
H9 -0.07 -2.17 2.18
H10 0.22 -1.59 -0.23
O1 3.14 -1.77 0.29
H11 3.03 -1.08 0.95
H12 3.41 -1.35 -0.53
O2 2.37 0.96 0.88
H13 1.47 1.22 0.69
H14 2.93 1.75 0.84

Computed properties:
Spin multiplicity   1
E_HOMO   -8.36 eV
SMILES   NCCc1cc[nH]c1.O.O
E_LUMO   0.6 eV
Gap between HOMO and LUMO   8.94 eV

natural (NBO) population analysis, charges in e, atoms 1 to 2: N -0.820; C -0.222

Stability check: which of them is least stable? version a.

Version a
DFT (ωB97M-V/def2-TZVPD) results for C2H4INOS as an isolated structure.

Positions of all 10 atoms, in Å:
C1 0.55 0.23 -0.42
C2 -0.96 -0.27 0.34
N1 1.67 -0.27 -0.07
O1 0.41 1.07 -1.25
S1 -2.14 0.90 0.30
I1 -0.60 -1.08 2.28
H1 -1.30 -1.06 -0.39
H2 1.79 -0.82 0.71
H3 2.59 -0.05 -0.54
H4 -2.02 1.35 -0.95

Computed properties:
Spin multiplicity   1
E_HOMO   -8.89 eV
E_LUMO   0.2 eV
Gap between HOMO and LUMO   9.06 eV

natural (NBO) population analysis, charges in e, atoms 1 to 2: C 0.689; C -0.669

Version b
DFT (ωB97M-V/def2-TZVPD) results for a single C2H4INOS molecule.

Positions of all 10 atoms, in Å:
C1 0.61 0.77 0.04
O1 0.14 -0.62 0.03
N1 -1.25 -0.72 0.01
C2 -1.83 -1.81 -0.24
S1 -3.51 -2.03 -0.01
I1 -4.47 0.19 0.06
H1 1.25 0.75 0.80
H2 -0.30 1.40 0.21
H3 0.97 0.78 -1.01
H4 -1.41 -2.79 -0.63

Computed properties:
Spin multiplicity   1
E_HOMO   -8.55 eV
SMILES   CO/N=C/SI
E_LUMO   -0.8 eV
Gap between HOMO and LUMO   7.71 eV

natural (NBO) population analysis, charges in e, atoms 1 to 2: C -0.244; O -0.397

Stability check: which of them is least stable? version b.

Version a
DFT (ωB97M-V/def2-TZVPD) results for a 5-piece molecular cluster, H12NO4 overall.

Positions of all 17 atoms, in Å:
N1 -1.38 0.50 -0.22
H1 -1.52 1.48 0.04
H2 -1.97 0.26 -1.02
H3 -0.38 0.42 -0.46
H4 -1.69 -0.11 0.53
H5 -1.34 0.68 3.21
H6 -0.24 -0.40 2.99
O1 -0.90 0.13 2.55
H7 2.35 -3.40 1.04
H8 2.30 -4.20 -0.25
O2 2.38 -3.30 0.08
H9 1.48 -1.10 -0.73
H10 1.23 -0.60 -2.12
O3 1.24 -0.29 -1.21
H11 -1.07 3.82 -1.40
H12 0.12 3.08 -1.84
O4 -0.60 3.00 -1.19

Computed properties:
Spin multiplicity   1
E_HOMO   -14.76 eV
Charge   +1
E_LUMO   -3.1 eV
Gap between HOMO and LUMO   11.67 eV

natural (NBO) population analysis, charges in e, atoms 1 to 2: N -0.873; H 0.463

Version b
DFT (ωB97M-V/def2-TZVPD) results for a 5-piece molecular cluster, H12NO4 overall.

Positions of all 17 atoms, in Å:
N1 0.72 0.27 0.63
H1 0.68 1.18 0.13
H2 1.39 -0.17 0.16
H3 -0.22 -0.16 0.48
H4 0.78 0.40 1.59
H5 -2.78 0.83 -1.09
H6 -3.03 -0.27 -0.01
O1 -2.51 0.00 -0.69
H7 0.45 -1.86 2.11
H8 -0.92 -1.55 2.82
O2 -0.20 -1.11 2.28
H9 0.08 -2.71 -1.69
H10 1.24 -2.37 -2.36
O3 1.02 -2.79 -1.60
H11 1.44 3.28 -1.57
H12 0.97 3.93 -0.35
O4 0.91 3.10 -0.85

Computed properties:
Spin multiplicity   1
E_HOMO   -15.08 eV
Charge   +1
E_LUMO   -3.2 eV
Gap between HOMO and LUMO   11.84 eV

natural (NBO) population analysis, charges in e, atoms 1 to 2: N -0.854; H 0.462

Version c
DFT (ωB97M-V/def2-TZVPD) results for a 5-piece molecular cluster, H12NO4 overall.

Positions of all 17 atoms, in Å:
N1 -0.20 1.01 -0.32
H1 0.20 0.08 -0.50
H2 -0.10 1.79 -1.01
H3 0.12 1.37 0.59
H4 -1.18 0.81 -0.12
H5 -1.30 3.25 -2.51
H6 0.17 3.65 -2.32
O1 -0.57 3.19 -1.91
H7 0.88 -2.01 1.37
H8 0.41 -2.28 -0.05
O2 0.89 -1.65 0.47
H9 2.41 2.19 2.33
H10 1.57 1.08 2.67
O3 1.80 1.59 1.88
H11 -2.73 -4.52 -0.15
H12 -1.18 -4.63 -0.54
O4 -1.88 -4.12 -0.16

Computed properties:
Spin multiplicity   1
E_HOMO   -14.43 eV
Charge   +1
E_LUMO   -3.1 eV
Gap between HOMO and LUMO   11.37 eV

natural (NBO) population analysis, charges in e, atoms 1 to 2: N -0.898; H 0.468

Stability check: which of them is least stable? version b.

Version a
DFT (ωB97M-V/def2-TZVPD) results for an isolated ion of composition C5H10N and charge +1.

Positions of all 16 atoms, in Å:
C1 0.71 1.70 0.01
C2 0.60 0.21 0.20
C3 1.53 -0.91 0.34
C4 0.52 -0.94 -0.71
C5 -0.64 -0.79 0.26
N1 -1.95 -0.18 -0.15
H1 1.22 1.83 -1.00
H2 1.39 2.05 0.84
H3 -0.34 2.08 -0.16
H4 1.41 -1.45 1.27
H5 2.53 -0.69 0.12
H6 0.42 -1.02 -1.84
H7 -0.81 -1.43 1.15
H8 -2.56 -0.73 0.59
H9 -1.96 -0.55 -1.03
H10 -2.06 0.81 0.13

Computed properties:
Spin multiplicity   1
E_HOMO   -13.97 eV
SMILES   C[C@]12C[C@H]1[C@@H]2[NH3+]
Charge   +1
E_LUMO   -3.8 eV
Gap between HOMO and LUMO   10.16 eV

natural (NBO) population analysis, charges in e, atoms 1 to 2: C -0.628; C 0.002

Version b
DFT (ωB97M-V/def2-TZVPD) results for an isolated ion of composition C5H10N and charge +1.

Positions of all 16 atoms, in Å:
C1 -2.07 -0.07 0.00
C2 -0.73 0.65 -0.23
C3 0.31 1.10 0.70
N1 1.42 1.04 -0.33
C4 0.57 -0.12 0.03
C5 1.06 -1.54 0.07
H1 -2.01 -0.98 0.69
H2 -2.51 -0.51 -0.92
H3 -2.87 0.76 0.21
H4 -0.65 1.10 -1.23
H5 0.38 1.54 1.72
H6 1.24 1.61 -1.13
H7 2.36 0.94 0.11
H8 1.92 -1.66 -0.69
H9 0.30 -2.18 -0.19
H10 1.28 -1.69 1.19

Computed properties:
Spin multiplicity   1
E_HOMO   -15.22 eV
SMILES   C[C@H]1[C@@H]2[NH2+][C@]12C
Charge   +1
E_LUMO   -3.2 eV
Gap between HOMO and LUMO   12.05 eV

natural (NBO) population analysis, charges in e, atoms 1 to 2: C -0.650; C -0.188

Version c
DFT (ωB97M-V/def2-TZVPD) results for a 2-piece molecular cluster, C5H10N overall.

Positions of all 16 atoms, in Å:
C1 0.98 -0.96 -1.92
C2 1.74 -1.18 -0.63
C3 1.66 0.08 -1.55
C4 -0.70 1.50 1.00
C5 -1.79 -0.57 1.03
N1 -0.86 0.12 0.55
H1 0.35 -1.44 -2.60
H2 1.12 -1.22 0.38
H3 2.21 1.03 -1.63
H4 -1.73 1.96 0.92
H5 -0.28 1.64 1.95
H6 -0.12 2.01 0.34
H7 2.66 -1.68 -0.58
H8 -2.02 -1.50 0.47
H9 -2.42 -0.45 1.88
H10 -0.11 -0.24 -0.19

Computed properties:
Spin multiplicity   1
E_HOMO   -13.91 eV
Charge   +1
E_LUMO   -5.0 eV
Gap between HOMO and LUMO   8.88 eV

natural (NBO) population analysis, charges in e, atoms 1 to 2: C -0.189; C -0.446

Stability check: which of them is least stable? version c.

Version a
DFT (ωB97M-V/def2-TZVPD) results for an isolated ion of composition C7H12N3 and charge +1.

Positions of all 22 atoms, in Å:
C1 -1.54 -0.20 0.34
C2 0.59 -2.07 0.16
C3 0.71 0.76 0.58
C4 0.86 -0.13 1.77
C5 -0.50 0.50 -0.17
C6 -1.28 2.47 -1.31
C7 -0.62 1.05 -1.56
N1 -2.51 -0.56 0.88
N2 1.05 -1.53 1.24
N3 0.85 -3.22 -0.32
H1 0.68 1.77 1.03
H2 1.52 0.73 -0.04
H3 1.89 0.07 2.23
H4 0.21 -0.22 2.54
H5 -1.58 2.96 -2.37
H6 -0.77 3.28 -0.87
H7 -2.04 2.11 -0.79
H8 0.34 1.25 -1.95
H9 -1.16 0.46 -2.30
H10 1.42 -2.10 2.01
H11 0.55 -3.48 -1.30
H12 1.33 -3.90 0.21

Computed properties:
Spin multiplicity   1
E_HOMO (spin up / spin down)   -12.45 / -14.07 eV
Charge   +1
E_LUMO (spin up / spin down)   -6.3 / -5.4 eV
Gap between HOMO and LUMO (spin up / spin down)   6.16 / 8.63 eV

natural (NBO) population analysis, charges in e, atoms 1 to 2: C 0.130; C 0.502

Version b
DFT (ωB97M-V/def2-TZVPD) results for an isolated ion of composition C7H12N3 and charge +1.

Positions of all 22 atoms, in Å:
C1 3.53 0.76 -0.38
C2 2.41 -0.18 0.24
C3 1.05 0.40 0.30
N1 0.79 1.67 0.13
C4 -0.42 1.87 -0.15
C5 -1.25 0.75 0.14
N2 -2.63 0.91 -0.07
C6 -3.71 0.00 -0.25
N3 -0.15 -0.32 0.07
C7 -0.33 -1.75 0.37
H1 3.95 1.30 0.40
H2 3.13 1.34 -1.28
H3 4.34 0.11 -0.81
H4 2.89 -0.58 1.20
H5 2.15 -1.05 -0.43
H6 -2.76 1.76 0.44
H7 -4.46 0.47 -0.94
H8 -3.28 -0.97 -0.75
H9 -4.23 -0.40 0.65
H10 -0.41 -1.86 1.34
H11 -1.13 -2.01 -0.31
H12 0.54 -2.20 0.09

Computed properties:
Spin multiplicity   1
E_HOMO (spin up / spin down)   -12.99 / -13.85 eV
SMILES   CCC1=[N+]=C=C(NC)N1C
Charge   +1
E_LUMO (spin up / spin down)   -5.4 / -6.4 eV
Gap between HOMO and LUMO (spin up / spin down)   7.56 / 7.47 eV

natural (NBO) population analysis, charges in e, atoms 1 to 2: C -0.586; C -0.491

Stability check: which of them is least stable? version b.

Version a
DFT (ωB97M-V/def2-TZVPD) results for an isolated ion of composition C7H12N3 and charge +1.

Positions of all 22 atoms, in Å:
C1 -4.97 -0.99 0.14
C2 -4.26 0.07 -0.25
C3 -2.92 0.67 -0.11
N1 -1.86 0.06 0.24
N2 -0.67 0.70 0.06
C4 0.45 0.09 0.31
N3 1.61 0.64 0.21
C5 2.78 -0.08 0.55
C6 3.39 -1.05 -0.47
C7 4.13 0.20 -0.11
H1 -5.99 -1.05 -0.01
H2 -4.57 -1.81 0.73
H3 -4.79 0.89 -0.63
H4 -3.01 1.63 -0.51
H5 -0.84 1.70 -0.38
H6 0.47 -0.91 0.51
H7 1.77 1.62 0.04
H8 2.90 -0.30 1.64
H9 3.03 -1.11 -1.51
H10 3.88 -1.98 0.03
H11 5.11 0.08 0.36
H12 4.36 0.94 -0.85

Computed properties:
Spin multiplicity   1
E_HOMO   -12.85 eV
SMILES   C=C/C=N/N/C=[NH+]/C1CC1
Charge   +1
E_LUMO   -3.9 eV
Gap between HOMO and LUMO   8.95 eV

natural (NBO) population analysis, charges in e, atoms 1 to 2: C -0.234; C -0.282

Version b
DFT (ωB97M-V/def2-TZVPD) results for an isolated ion of composition C7H12N3 and charge +1.

Positions of all 22 atoms, in Å:
C1 2.04 0.31 0.50
N1 0.89 -0.28 -0.12
C2 0.36 0.38 -1.31
C3 -0.53 -0.50 -2.09
C4 -1.52 -0.84 -1.30
C5 -1.67 -0.39 0.05
N2 -1.11 1.00 0.31
N3 -0.42 1.57 -0.72
C6 -0.38 -0.10 0.79
C7 -0.20 -0.26 2.30
H1 1.92 1.37 0.41
H2 2.28 0.07 1.52
H3 2.85 -0.05 -0.17
H4 1.23 -1.28 -0.35
H5 1.15 0.81 -1.90
H6 -0.27 -0.79 -3.18
H7 -2.21 -1.61 -1.58
H8 -2.57 -0.59 0.53
H9 -1.12 1.99 -1.49
H10 0.22 0.59 2.66
H11 0.30 -1.15 2.66
H12 -1.26 -0.26 2.48

Computed properties:
Spin multiplicity   1
E_HOMO   -13.44 eV
SMILES   C[N@@H+]1[C@H]2C=C[C@@H]3N(N2)[C@@]31C
Charge   +1
E_LUMO   -3.1 eV
Gap between HOMO and LUMO   10.35 eV

natural (NBO) population analysis, charges in e, atoms 1 to 2: C -0.427; N -0.380

Version c
DFT (ωB97M-V/def2-TZVPD) results for an isolated ion of composition C7H12N3 and charge +1.

Positions of all 22 atoms, in Å:
N1 -0.47 2.21 -0.09
C1 -0.97 0.97 0.41
C2 -2.30 0.53 -0.07
C3 -2.60 -0.79 -0.09
N2 -1.71 -1.76 0.19
C4 -0.46 -1.61 -0.06
C5 0.08 -0.20 -0.33
N3 1.49 0.09 -0.26
C6 2.54 -0.88 -0.57
C7 2.23 -0.46 0.87
H1 -0.53 3.01 0.55
H2 -1.11 2.43 -0.81
H3 -1.00 1.02 1.60
H4 -3.04 1.23 -0.34
H5 -3.52 -1.21 -0.40
H6 0.23 -2.45 0.17
H7 -0.29 0.08 -1.26
H8 1.72 1.13 -0.48
H9 3.27 -0.39 -1.18
H10 2.17 -1.87 -0.74
H11 1.63 -1.31 1.39
H12 2.64 0.22 1.52

Computed properties:
Spin multiplicity   1
E_HOMO   -12.57 eV
SMILES   N[C@H]1C=CN=C[C@@H]1[NH+]1CC1
Charge   +1
E_LUMO   -3.6 eV
Gap between HOMO and LUMO   8.99 eV

natural (NBO) population analysis, charges in e, atoms 1 to 2: N -0.863; C -0.039

Stability check: which of them is least stable? version c.